Below is an isolated molecule of C5H10N4O at a distorted geometry, with properties calculated with ωB97M-V/def2-TZVPD.

Values from the calculation:
LUMO energy, eV: 0.58
SMILES string: CCOCN/C(N)=N\C#N
Highest occupied orbital energy, eV: -9.4
E_tot, hartree: -490.73656
Largest force on an atom, Eh/bohr: 0.068
Relative energy (zero: lowest compared OMol25 entry of this formula, charge and spin), kcal/mol: 41.31

XYZ file:
```
20
Properties=species:S:1:pos:R:3:forces:R:3
C 1.796213 -0.472076 1.037237 1.22 1.36 1.73
C 2.083570 -0.356405 -0.426161 0.86 0.09 -1.40
O 1.596337 0.798662 -1.188117 -1.45 -0.62 1.10
C 0.166230 0.845831 -1.484294 0.99 -1.66 0.04
N -0.726266 0.885216 -0.350261 -1.08 -0.87 1.73
C -1.468242 -0.189446 0.186098 0.11 0.59 -0.48
N -1.331173 -1.487067 -0.148517 -3.13 -0.62 0.45
N -2.446636 -0.061859 1.035847 -1.21 3.20 0.69
C -2.927398 1.238665 1.185701 0.96 -2.19 -0.36
N -3.346145 2.307756 1.280677 -0.09 0.25 0.17
H 2.124090 0.482962 1.459232 -0.34 0.11 0.30
H 0.807431 -0.656561 1.367614 -1.24 0.02 -0.17
H 2.372385 -1.193184 1.656186 0.19 0.01 -1.18
H 3.207564 -0.186107 -0.551537 -1.53 -0.95 -0.04
H 1.659542 -1.261593 -0.892830 0.73 0.09 -0.50
H -0.146416 -0.071792 -2.096133 0.50 1.13 0.76
H 0.101725 1.729196 -2.108831 -0.33 0.14 0.13
H -0.839309 1.692674 0.305900 0.50 -0.63 -1.43
H -2.139175 -2.106525 0.170749 1.84 1.50 -0.54
H -0.544328 -1.938347 -0.438558 2.52 -0.95 -1.01
```
Forces are in eV/Å.